13
Properties=species:S:1:pos:R:3 method="wB97M-V/def2-TZVPD" homo_lumo_gap_ev="8.00 / 7.98" spin_multiplicity=1 energy_ev=-7794.411 lumo_ha="-0.0099 / -0.0103" de_lowest_kcal_mol=120.68 molar_mass_g_mol=85.11
C -0.9815 1.7172 -0.0533
C -0.3239 0.3761 -0.0934
N -0.2468 -0.4273 -1.1461
C 0.5512 -1.4648 -0.5796
C 0.9434 -0.9014 0.7553
O 1.0256 0.4220 0.6133
H -1.1277 2.0481 0.9774
H -1.9469 1.6522 -0.5598
H -0.3481 2.4431 -0.5721
H 0.0243 -2.4272 -0.5706
H 1.5188 -1.6172 -1.0878
H 1.6292 -1.3731 1.4621
H -0.7175 -0.4476 0.8546